# 1
ORCA calculation (ωB97M-V/def2-TZVPD) on 10 unconnected molecules or ions with the total composition C42H114N10O11 in a non-equilibrium geometry.

Element x y z (Å)
C  1.3969  -2.6583  -4.3355
O  0.7613  -1.8011  -3.4525
C  1.7134  -0.9823  -2.7522
C  2.1235  -1.6750  -1.4670
C  1.0421  -1.7175  -0.4858
N  3.2223  -0.8508  -0.8151
H  0.9868  -2.5438  -5.3292
H  1.3321  -3.7210  -3.9347
H  2.4316  -2.4095  -4.3185
H  2.3833  -0.6742  -3.5293
H  1.0555  -0.1033  -2.4496
H  2.5190  -2.6567  -1.7114
H  0.6205  -0.7172  -0.3449
H  1.4648  -2.0559  0.5272
H  0.2712  -2.3995  -0.8031
H  2.6870  -0.0046  -0.5627
H  3.8730  -0.4715  -1.5046
C  -1.9243  6.2345  -0.6120
O  -0.9808  5.7425  -1.5149
C  -0.7619  4.3106  -1.5348
C  0.0605  3.9575  -2.7516
C  -0.5615  4.5507  -4.0313
N  0.2154  2.4889  -2.7287
H  -2.0373  7.2699  -0.7559
H  -1.5794  5.9675  0.4038
H  -2.8765  5.7408  -0.8941
H  -0.3558  3.9009  -0.5964
H  -1.8138  3.8398  -1.6256
H  1.0323  4.4173  -2.5249
H  -0.8027  5.5646  -3.8936
H  -1.4396  4.0154  -4.1642
H  0.0666  4.4071  -4.9069
H  0.5422  2.1310  -3.6043
H  -0.6150  2.0107  -2.4016
C  0.5428  -6.5792  3.7529
O  0.6192  -6.8852  2.4006
C  1.1601  -5.9789  1.5143
C  2.0551  -6.5863  0.4791
C  3.3431  -7.0669  1.1410
N  2.4569  -5.7036  -0.5957
H  -0.2828  -5.8556  3.9853
H  1.4540  -6.1685  4.2815
H  0.1902  -7.4368  4.2631
H  0.3875  -5.3629  0.9750
H  1.6937  -5.2439  2.1645
H  1.5901  -7.4811  0.1036
H  3.6796  -6.4842  2.0023
H  4.2067  -7.2752  0.4866
H  3.1670  -7.9747  1.7737
H  3.4131  -5.3521  -0.6529
H  1.8203  -4.9147  -0.6787
C  -0.7361  -6.0509  -4.0256
O  -1.6959  -6.6157  -3.0855
C  -2.6077  -5.6386  -2.5980
C  -3.3781  -6.2560  -1.4431
C  -4.3757  -7.2396  -2.0188
N  -4.0811  -5.2444  -0.6597
H  -0.2354  -5.2270  -3.5681
H  -1.2684  -5.8500  -4.9548
H  0.1144  -6.7725  -4.1683
H  -2.1182  -4.7485  -2.2067
H  -3.2787  -5.3969  -3.4599
H  -2.6065  -6.7794  -0.8546
H  -4.7452  -7.9544  -1.3018
H  -3.9215  -7.8729  -2.7790
H  -5.3167  -6.8047  -2.4614
H  -4.9582  -5.6286  -0.3096
H  -3.5193  -5.0435  0.1894
C  -4.8130  -1.6984  -2.3809
O  -4.0219  -1.1290  -3.4327
C  -2.8900  -1.9296  -3.7252
C  -2.2532  -1.3444  -4.9814
C  -1.6706  0.0806  -4.7124
N  -3.1669  -1.3878  -6.1516
H  -5.4966  -0.9696  -2.0364
H  -4.0723  -1.9961  -1.5858
H  -5.2746  -2.6562  -2.7513
H  -2.2729  -1.9561  -2.7996
H  -3.1961  -2.9387  -3.9514
H  -1.3272  -1.9316  -5.1674
H  -1.6154  0.7198  -5.5462
H  -0.6494  0.0242  -4.4058
H  -2.2168  0.6584  -3.9436
H  -3.3942  -2.3240  -6.2756
H  -4.0476  -0.9876  -5.7454
C  -8.7802  2.0962  -3.4445
O  -7.5793  2.8068  -3.3276
C  -6.7894  2.4432  -2.2769
C  -5.4742  3.1719  -2.2283
C  -4.5027  2.5753  -3.2276
N  -4.9759  3.0748  -0.8122
H  -9.3609  2.4833  -4.2621
H  -9.3644  2.2109  -2.5435
H  -8.6589  1.0408  -3.6481
H  -7.2502  2.6424  -1.3299
H  -6.5671  1.3287  -2.2832
H  -5.5419  4.2161  -2.5625
H  -4.3120  1.4950  -3.3072
H  -3.5188  3.0212  -3.0822
H  -4.8752  2.8065  -4.2212
H  -5.1338  3.9220  -0.3213
H  -4.0012  2.8073  -0.7947
C  0.7314  1.2577  2.3205
O  -0.1362  1.0951  1.2087
C  -1.5347  1.3609  1.3858
C  -2.4873  0.2999  0.6986
C  -2.3074  -1.0838  1.3731
N  -2.2969  0.3433  -0.7675
H  0.7076  2.3045  2.6881
H  1.7186  0.9333  2.0143
H  0.4247  0.6313  3.1557
H  -1.7705  1.5509  2.5029
H  -1.8168  2.3270  0.8468
H  -3.4495  0.7109  0.8513
H  -1.1440  -1.2450  1.2421
H  -2.7593  -1.8731  0.7654
H  -2.5833  -1.2848  2.3850
H  -1.3862  0.0157  -1.0241
H  -3.0745  -0.1230  -1.2136
C  3.8932  2.3858  3.7724
O  4.0942  0.9738  3.8922
C  4.3614  0.2293  2.7555
C  4.8419  -1.1539  3.1354
C  6.2075  -1.2546  3.8932
N  4.9214  -2.0186  1.9445
H  4.8362  2.8600  3.3744
H  3.7568  2.8425  4.7507
H  3.1752  2.6610  2.9950
H  3.4809  0.1679  2.1236
H  5.1978  0.6626  2.0945
H  3.9972  -1.5600  3.7295
H  6.2702  -2.2789  4.2149
H  6.2367  -0.5287  4.7011
H  7.0307  -1.0930  3.1563
H  4.3530  -1.7222  1.1285
H  5.8629  -2.0694  1.5963
C  5.4096  2.3632  -3.5703
O  4.2990  2.6574  -2.8344
C  4.6767  3.3162  -1.5933
C  3.5592  3.7670  -0.6980
C  4.1106  3.9533  0.7111
N  2.6014  2.5510  -0.6007
H  6.1364  3.1974  -3.7209
H  5.0903  1.9747  -4.5850
H  6.0911  1.6072  -3.1010
H  5.2453  2.5165  -0.9415
H  5.4301  4.0814  -1.8060
H  3.1206  4.6998  -1.0361
H  4.8604  4.6397  0.9303
H  4.5292  3.0047  0.9690
H  3.2759  4.0750  1.3878
H  2.0278  2.4970  -1.5375
H  2.0141  2.7608  0.1751
C  -0.7445  0.1104  5.6055
O  -0.0859  1.3091  5.9829
C  0.8761  1.0903  7.0063
C  0.9591  2.3998  7.7671
N  1.5584  3.3472  6.8816
C  1.6876  4.7486  7.2762
C  2.4021  5.6306  6.2477
O  1.6146  5.6444  5.0830
C  2.0658  6.5420  4.0549
H  -0.0781  -0.6901  5.3313
H  -1.2528  0.3098  4.7058
H  -1.4468  -0.2611  6.3650
H  1.8567  0.8328  6.5983
H  0.6409  0.2803  7.6864
H  1.6700  2.3005  8.6235
H  -0.0383  2.7146  8.1640
H  1.1874  3.2513  5.9770
H  2.3268  4.9181  8.1431
H  0.7609  5.2023  7.5889
H  3.4393  5.2314  6.0399
H  2.5637  6.6447  6.6583
H  2.1632  7.5563  4.4978
H  1.2925  6.5426  3.3127
H  2.9942  6.3473  3.5437

## Properties
- structure (SMILES) = COC[C@H](C)N.COC[C@H](C)N.COC[C@H](C)N.COC[C@H](C)N.COC[C@H](C)N.COC[C@H](C)N.COC[C@H](C)N.COC[C@H](C)N.COC[C@H](C)N.COCCNCCOC
- calculated total energy (Ha) = -3043.46031
- lowest unoccupied orbital energy (Eh) = 0.0170
- energy relative to the best compared isomer or geometry (same formula, charge and spin) (kcal/mol) = 96.9
- HOMO level (eV) = -8.56

These are the Mulliken partial charges, in e, on atoms 1 to 99:
1. C -0.997
2. O 0.083
3. C -0.433
4. C 0.886
5. C -0.919
6. N -0.415
7. H 0.336
8. H 0.064
9. H 0.527
10. H 1.275
11. H -1.028
12. H 0.291
13. H -0.380
14. H 0.372
15. H 0.423
16. H -0.415
17. H 0.277
18. C -0.457
19. O -0.470
20. C 0.783
21. C 0.580
22. C -1.722
23. N 0.524
24. H 0.300
25. H 0.201
26. H 0.089
27. H 0.138
28. H -0.593
29. H -0.081
30. H 0.514
31. H 0.275
32. H 0.356
33. H 0.119
34. H -0.610
35. C -0.734
36. O -0.403
37. C -0.433
38. C 0.695
39. C -1.549
40. N -0.569
41. H 0.300
42. H 0.298
43. H 0.300
44. H 0.120
45. H 0.319
46. H 0.168
47. H 0.357
48. H 0.397
49. H 0.376
50. H 0.274
51. H 0.071
52. C -0.372
53. O -0.439
54. C 0.003
55. C 0.515
56. C -1.699
57. N -0.541
58. H -0.082
59. H 0.306
60. H 0.308
61. H 0.040
62. H 0.156
63. H 0.130
64. H 0.460
65. H 0.380
66. H 0.360
67. H 0.247
68. H 0.220
69. C -0.637
70. O -0.242
71. C 0.045
72. C 0.604
73. C -0.450
74. N -0.802
75. H 0.051
76. H 0.206
77. H 0.257
78. H -0.038
79. H 0.076
80. H 0.051
81. H 0.572
82. H -0.254
83. H -0.318
84. H 0.333
85. H 0.344
86. C -0.771
87. O -0.351
88. C -0.324
89. C 0.870
90. C -0.924
91. N -0.513
92. H 0.274
93. H 0.332
94. H 0.274
95. H 0.420
96. H -0.219
97. H 0.275
98. H 0.046
99. H -0.160

---

# 2
ORCA calculation (ωB97M-V/def2-TZVPD) on 14 unconnected molecules or ions with the total composition C42H119N7O21 in a non-equilibrium geometry.

Element x y z (Å)
C  21.0663  -9.7741  11.3292
C  21.8078  -9.0463  10.1443
O  21.4060  -7.7476  9.8304
O  20.0675  -10.6062  10.8443
H  20.7897  -9.1791  12.1996
H  21.7835  -10.5189  11.6743
H  21.9214  -9.6687  9.2567
H  22.7887  -8.8529  10.5785
H  20.8032  -7.4517  10.5165
H  19.6569  -10.1721  10.0929
C  2.0449  -2.9428  10.3382
C  3.0939  -1.8167  9.9290
O  4.4302  -2.1498  10.5039
O  2.3409  -4.1489  9.8444
H  0.9845  -2.7663  10.1578
H  1.9984  -2.9853  11.4264
H  2.6959  -0.8942  10.3517
H  3.2344  -1.8361  8.8482
H  4.9823  -1.3650  10.5310
H  3.1611  -4.3073  10.3174
C  22.2477  -7.4082  20.1598
C  23.6563  -7.8543  20.6528
O  24.4509  -6.8324  21.3192
O  22.2581  -6.6466  18.9697
H  21.7341  -6.8548  20.9460
H  21.7690  -8.3729  19.9910
H  24.2515  -8.1476  19.7881
H  23.5773  -8.6879  21.3506
H  23.8764  -6.4126  21.9636
H  22.9195  -5.9563  19.0568
C  10.8819  -4.7641  5.9821
C  10.7715  -4.4071  7.4825
O  11.0191  -5.5794  8.1963
O  9.9470  -5.8127  5.7988
H  11.8895  -5.0615  5.6917
H  10.7622  -3.8993  5.3295
H  9.8010  -3.9130  7.5274
H  11.5767  -3.6967  7.6696
H  10.4229  -6.3060  8.0009
H  10.2500  -6.5941  6.2669
C  6.0997  2.2830  14.6167
C  5.6664  1.1042  15.4910
O  4.5692  0.4380  14.8339
O  6.4373  1.8401  13.3512
H  6.7827  2.9724  15.1130
H  5.2005  2.8621  14.4065
H  5.3619  1.3695  16.5035
H  6.4902  0.3970  15.5874
H  4.9421  0.0733  14.0280
H  6.5459  2.5591  12.7244
C  13.9728  -9.1931  14.0559
C  13.0631  -10.5028  14.0365
O  13.4352  -11.3998  12.9843
O  15.3763  -9.5908  14.2364
H  13.8056  -8.6062  14.9591
H  14.1121  -8.7771  13.0580
H  12.0454  -10.3108  13.6964
H  12.9045  -11.0506  14.9654
H  13.7742  -12.2513  13.2699
H  15.5303  -10.2906  13.5975
C  15.1051  0.8707  21.4565
C  14.9875  -0.4106  20.6630
O  16.3316  -0.8140  20.3464
O  15.5238  0.5433  22.7691
H  14.0757  1.1627  21.6643
H  15.6882  1.6926  21.0410
H  14.4493  -0.3189  19.7196
H  14.5314  -1.2749  21.1456
H  16.7754  -1.1016  21.1476
H  16.4262  0.8557  22.8671
C  14.8490  -9.5747  5.0565
C  16.2791  -9.5422  5.5661
C  17.3337  -8.4721  5.0585
O  16.7637  -7.2198  5.2424
C  17.4398  -6.0633  4.7056
N  16.0533  -9.1970  7.0021
H  14.7783  -10.1438  4.1295
H  14.5332  -8.5656  4.7917
H  14.1189  -10.0100  5.7389
H  16.7256  -10.5233  5.4041
H  17.5501  -8.4565  3.9904
H  18.2915  -8.4875  5.5784
H  17.1467  -5.0654  5.0319
H  17.2085  -6.0570  3.6404
H  18.5149  -6.1852  4.8377
H  15.4870  -9.7737  7.6077
H  15.7872  -8.2320  7.1361
C  18.9727  4.1806  11.8798
C  19.6613  4.1389  13.2544
C  20.9229  5.0801  13.5256
O  21.2870  5.0507  15.0150
C  22.2225  4.0501  15.4242
N  18.5645  4.4200  14.2483
H  18.1748  3.4387  11.9130
H  19.7544  4.0977  11.1248
H  18.6452  5.2023  11.6875
H  19.9610  3.1201  13.5001
H  20.8273  6.1167  13.2024
H  21.7430  4.7346  12.8962
H  22.4192  3.9524  16.4918
H  23.2717  4.1105  15.1351
H  21.8385  3.0659  15.1559
H  18.1273  3.5118  14.3123
H  19.0230  4.6773  15.1107
C  23.2996  0.7239  7.8147
C  24.2701  -0.3941  8.2193
C  24.2715  -0.7179  9.7837
O  24.6107  0.3416  10.6138
C  25.9944  0.8735  10.5085
N  23.7690  -1.5898  7.6055
H  23.1730  0.9968  6.7670
H  23.4859  1.6499  8.3587
H  22.2722  0.3707  7.9023
H  25.2614  -0.2353  7.7947
H  24.9874  -1.5153  9.9831
H  23.3100  -1.1441  10.0702
H  26.6827  0.1655  10.9700
H  26.1542  1.8341  10.9983
H  26.2408  1.1015  9.4714
H  24.4733  -2.3112  7.6656
H  23.1460  -2.0905  8.2230
C  8.4121  5.2915  7.3476
C  8.2149  6.7228  7.7015
C  7.8389  7.5017  6.4156
O  7.4508  8.7454  6.8974
C  6.5802  9.5231  6.0223
N  7.2899  6.7081  8.7282
H  8.9157  4.6585  8.0782
H  8.9434  5.2628  6.3963
H  7.4545  4.8226  7.1211
H  9.1023  7.0945  8.2139
H  6.9733  7.0272  5.9534
H  8.6178  7.5741  5.6565
H  6.4219  10.5152  6.4452
H  5.6043  9.0378  6.0081
H  7.0268  9.7078  5.0453
H  6.9698  7.6539  8.8807
H  6.4610  6.3663  8.2632
C  16.9922  3.3644  3.4736
C  16.5558  4.8050  3.6464
C  16.3131  5.6599  2.3516
O  17.4992  6.4551  1.9606
C  18.5107  5.7010  1.3941
N  15.4757  4.8402  4.5999
H  16.2211  2.9201  2.8442
H  17.1113  2.9358  4.4686
H  17.9461  3.2574  2.9570
H  17.4316  5.1419  4.2010
H  15.5978  6.4630  2.5293
H  15.8015  5.2452  1.4831
H  18.0470  4.9353  0.7722
H  18.9219  5.0958  2.2021
H  19.2129  6.3274  0.8441
H  15.2162  5.6640  5.1234
H  14.6419  4.4808  4.1576
C  16.5967  -2.5739  10.9451
C  16.5839  -2.6337  12.5383
C  15.1518  -2.5115  13.2279
O  14.5982  -1.2227  13.2243
C  13.1232  -1.0971  13.4013
N  17.2916  -3.7574  12.9335
H  16.0297  -1.6763  10.6984
H  16.0641  -3.4027  10.4788
H  17.6127  -2.4463  10.5715
H  17.1407  -1.7810  12.9269
H  15.2109  -2.7643  14.2865
H  14.4407  -3.1464  12.6994
H  12.5282  -1.0984  12.4880
H  12.9870  -0.1046  13.8307
H  12.6755  -1.7272  14.1699
H  16.6935  -4.3469  13.4947
H  17.7336  -3.4431  13.7856
C  7.5153  1.3305  23.0171
C  7.9972  0.1156  23.8235
C  7.8147  -1.2202  23.1420
O  8.4020  -1.3107  21.8776
C  8.1777  -2.4834  21.0403
N  9.3247  0.5518  24.0743
H  6.4776  1.0851  22.7910
H  8.0760  1.3188  22.0824
H  7.4880  2.2518  23.5988
H  7.4535  0.1869  24.7656
H  6.7465  -1.4220  23.2226
H  8.1844  -2.0435  23.7532
H  8.3173  -3.3698  21.6590
H  8.9981  -2.6674  20.3467
H  7.2386  -2.3261  20.5096
H  9.5081  1.5408  24.1651
H  9.9805  0.0524  23.4907

## Properties
- calculated total energy (Ha) = -3634.29934
- lowest unoccupied orbital energy (Eh) = 0.0110
- energy relative to the best compared isomer or geometry (same formula, charge and spin) (kcal/mol) = 250.5
- HOMO level (eV) = -8.29

These are the Mulliken partial charges, in e, on atoms 1 to 99:
1. C -0.343
2. C -0.528
3. O -0.482
4. O -0.510
5. H 0.354
6. H 0.235
7. H 0.347
8. H 0.276
9. H 0.326
10. H 0.322
11. C -0.631
12. C -0.208
13. O -0.548
14. O -0.504
15. H 0.379
16. H 0.321
17. H 0.318
18. H 0.258
19. H 0.273
20. H 0.340
21. C -0.228
22. C -0.543
23. O -0.511
24. O -0.499
25. H 0.303
26. H 0.253
27. H 0.305
28. H 0.311
29. H 0.306
30. H 0.304
31. C -0.388
32. C -0.235
33. O -0.493
34. O -0.516
35. H 0.198
36. H 0.335
37. H 0.225
38. H 0.294
39. H 0.293
40. H 0.287
41. C -0.288
42. C -0.434
43. O -0.521
44. O -0.527
45. H 0.352
46. H 0.242
47. H 0.332
48. H 0.248
49. H 0.295
50. H 0.303
51. C -0.259
52. C -0.371
53. O -0.543
54. O -0.529
55. H 0.280
56. H 0.251
57. H 0.248
58. H 0.318
59. H 0.305
60. H 0.300
61. C -0.335
62. C -0.294
63. O -0.536
64. O -0.526
65. H 0.221
66. H 0.310
67. H 0.287
68. H 0.271
69. H 0.294
70. H 0.307
71. C -1.308
72. C 0.483
73. C -0.731
74. O -0.291
75. C -0.796
76. N -0.648
77. H 0.346
78. H 0.279
79. H 0.347
80. H 0.312
81. H 0.395
82. H 0.346
83. H 0.250
84. H 0.304
85. H 0.296
86. H 0.218
87. H 0.201
88. C -1.244
89. C 0.440
90. C -0.628
91. O -0.394
92. C -0.722
93. N -0.769
94. H 0.337
95. H 0.333
96. H 0.323
97. H 0.198
98. H 0.357
99. H 0.352